DFT (wB97M-V/def2-TZVPD) results for a 8-piece molecular cluster, C59H69BFN10O17S2 overall in a non-equilibrium geometry.

Values from the calculation:
Net charge: -1
Energy in a.u.: -5036.92163

Geometry (Å):
C 3.13 -0.31 5.70
C 1.65 -0.58 5.39
C 1.29 -2.05 5.51
C 0.01 -2.48 4.77
N -0.22 -1.81 3.49
C 0.43 -2.49 2.34
C 1.72 -1.75 1.97
C 2.66 -2.53 1.08
C 4.03 -1.81 0.90
C 4.37 -1.18 -0.47
C 3.12 -0.60 -1.21
O 2.20 -0.12 -0.49
O 3.09 -0.67 -2.46
N 5.52 -0.20 -0.37
B 5.14 1.17 0.07
N 4.24 1.51 1.11
O 5.74 2.23 -0.66
C 6.57 -0.79 0.38
F 6.51 -0.47 1.76
C 7.94 -0.32 -0.11
C 9.05 -0.74 0.86
C -1.58 -1.56 3.23
S -2.79 -2.63 3.43
S -1.96 0.01 2.59
C -0.52 1.04 2.90
C -0.84 2.50 2.61
C -2.01 3.01 3.46
H 3.42 0.67 5.33
H 3.76 -1.03 5.18
H 3.31 -0.32 6.77
H 1.07 0.03 6.08
H 1.47 -0.19 4.40
H 1.15 -2.27 6.56
H 2.13 -2.66 5.17
H 0.07 -3.56 4.62
H -0.84 -2.32 5.43
H 0.60 -3.55 2.51
H -0.24 -2.43 1.49
H 1.52 -0.79 1.51
H 2.26 -1.54 2.90
H 2.17 -2.75 0.13
H 2.88 -3.48 1.57
H 4.78 -2.58 1.09
H 4.16 -1.08 1.70
H 4.75 -1.98 -1.10
H 3.40 0.95 1.11
H 3.93 2.46 0.94
H 6.53 2.47 -0.17
H 6.53 -1.88 0.31
H 8.09 -0.74 -1.10
H 7.94 0.76 -0.19
H 8.78 -1.62 1.43
H 9.97 -0.99 0.33
H 9.26 0.05 1.57
H -0.21 0.96 3.93
H 0.32 0.75 2.27
H -1.04 2.65 1.55
H 0.03 3.10 2.87
H -1.88 2.71 4.49
H -2.08 4.10 3.38
H -2.96 2.62 3.10
C -0.12 -0.85 -4.87
C -1.43 -0.81 -5.34
C -2.47 -0.41 -4.51
C -2.16 -0.05 -3.20
C -0.85 -0.08 -2.71
C 0.17 -0.50 -3.56
N -3.25 0.40 -2.33
O -4.38 0.42 -2.80
O -2.98 0.73 -1.19
H 0.68 -1.17 -5.53
H -1.65 -1.09 -6.36
H -3.48 -0.40 -4.88
H -0.63 0.19 -1.69
H 1.21 -0.56 -3.17
C -4.14 -5.34 -3.16
C -3.48 -4.24 -3.69
C -2.44 -3.64 -2.98
C -2.09 -4.17 -1.76
C -2.75 -5.25 -1.21
C -3.78 -5.84 -1.92
N -0.97 -3.59 -0.99
O -0.39 -2.63 -1.43
O -0.70 -4.16 0.05
H -4.95 -5.80 -3.72
H -3.76 -3.85 -4.66
H -1.91 -2.79 -3.39
H -2.47 -5.64 -0.24
H -4.30 -6.69 -1.50
C -8.43 0.40 -1.66
C -7.49 0.71 -2.63
C -7.91 1.12 -3.89
C -9.26 1.20 -4.15
C -10.21 0.88 -3.20
C -9.79 0.47 -1.94
N -9.71 1.65 -5.48
O -8.86 1.91 -6.31
O -10.91 1.74 -5.67
H -8.10 0.09 -0.68
H -6.43 0.66 -2.41
H -7.18 1.37 -4.65
H -11.26 0.94 -3.43
H -10.52 0.22 -1.19
C -4.52 5.35 -5.79
C -5.09 5.19 -7.05
C -5.24 3.93 -7.58
C -4.82 2.84 -6.84
C -4.25 2.98 -5.59
C -4.09 4.25 -5.07
N -5.01 1.50 -7.40
O -5.51 1.41 -8.50
O -4.68 0.54 -6.72
H -4.40 6.34 -5.38
H -5.41 6.06 -7.61
H -5.68 3.79 -8.56
H -3.92 2.11 -5.03
H -3.65 4.37 -4.10
C 0.85 6.26 8.76
C 0.74 5.95 7.41
C 0.57 4.64 7.00
C 0.51 3.65 7.97
C 0.62 3.93 9.31
C 0.79 5.25 9.71
N 0.31 2.25 7.54
O 0.24 2.04 6.34
O 0.23 1.40 8.40
H 0.97 7.29 9.07
H 0.79 6.74 6.67
H 0.49 4.40 5.95
H 0.57 3.14 10.05
H 0.88 5.48 10.76
C 6.92 4.85 -4.07
C 5.88 4.24 -3.39
C 4.57 4.54 -3.69
C 4.33 5.47 -4.69
C 5.35 6.10 -5.38
C 6.66 5.78 -5.07
N 2.96 5.80 -5.04
O 2.07 5.26 -4.42
O 2.79 6.60 -5.93
H 7.95 4.60 -3.83
H 6.10 3.52 -2.62
H 3.76 4.06 -3.16
H 5.13 6.82 -6.15
H 7.47 6.26 -5.59
C 2.37 -7.06 2.72
C 1.72 -7.85 3.66
C 0.39 -8.19 3.48
C -0.26 -7.75 2.34
C 0.37 -6.96 1.39
C 1.70 -6.61 1.59
N -1.67 -8.12 2.13
O -2.22 -8.77 2.99
O -2.19 -7.73 1.10
H 3.41 -6.79 2.86
H 2.25 -8.19 4.54
H -0.12 -8.80 4.20
H -0.16 -6.61 0.52
H 2.20 -6.00 0.86



DFT (wB97M-V/def2-TZVPD) results for a 2-piece molecular cluster, C4H7O2 overall in a non-equilibrium geometry.

Values from the calculation:
Energy above the lowest of the compared OMol25 structures with the same formula, charge and spin in kcal per mole: 30.7
Net charge: -1
Energy in a.u.: -307.10466

Geometry (Å):
O 0.76 -1.62 0.46
C 0.98 -0.86 1.45
O 0.47 0.29 1.72
H 1.70 -1.29 2.21
C -1.75 0.36 -0.52
C -0.51 0.35 -1.37
C 0.22 1.43 -1.73
H -1.44 0.06 0.52
H -2.22 1.35 -0.54
H -2.40 -0.37 -0.94
H -0.22 -0.64 -1.75
H 1.22 1.35 -2.22
H -0.14 2.50 -1.59